1.
10
Properties=species:S:1:pos:R:3:mulliken_charge:R:1 method="wB97M-V/def2-TZVPD" smiles=ClNCCBr e_lumo_ev=0.588 orbital_gap_ev=9.700 homo_ev=-9.11 spin_multiplicity=1
Cl -0.54888 -2.75042 -0.19712 -0.098
N -1.34198 -1.14778 -0.18523 -0.276
C -0.45802 0.06986 0.28304 -0.657
C 1.06353 1.09181 -0.14693 -0.464
Br 2.51283 -0.02015 0.37331 -0.133
H -1.85705 -0.93956 -1.06075 0.267
H -0.20272 -0.50676 1.26700 0.356
H -1.19526 0.79109 0.28647 0.366
H 0.92647 1.50334 -1.21531 0.334
H 1.10108 1.90857 0.59552 0.304

=====

2.
18
Properties=species:S:1:pos:R:3:mulliken_charge:R:1 method="wB97M-V/def2-TZVPD" e_lumo_ev=1.766 orbital_gap_ev=7.624 homo_ev=-5.86 total_charge=-1 spin_multiplicity=1
C -1.23649 0.95298 -0.67298 -0.859
C 0.44614 1.02074 0.28341 -0.534
N 0.92059 -1.51062 0.60195 -0.648
N -2.12702 0.36583 0.22736 -0.156
O 0.18445 3.46830 -0.66067 -0.708
O 1.01231 -0.64465 -1.75467 -0.642
O 2.83825 -0.15805 -0.13798 -0.635
O 1.85426 1.92787 -1.54989 -0.660
O 2.14400 2.94341 0.67738 -0.659
S 1.44906 -0.23429 -0.44586 1.083
S 1.24942 2.51951 -0.37393 1.265
Cl -2.67904 1.52960 1.40510 -0.073
Br -3.65294 -0.41678 -0.68036 -0.081
H -1.33371 2.00308 -0.93126 0.524
H -0.97791 0.30637 -1.50356 0.617
H 0.30448 0.87180 1.34214 0.642
H 1.50893 -2.32077 0.46999 0.278
H -0.03656 -1.76348 0.38303 0.246

=====

3.
9
Properties=species:S:1:pos:R:3:mulliken_charge:R:1 method="wB97M-V/def2-TZVPD" smiles="C=[NH+]CBr" e_lumo_ev=-5.676 orbital_gap_ev=9.503 homo_ev=-15.18 total_charge=+1 spin_multiplicity=1
C -1.48318 0.59154 0.10350 -0.036
N -0.20707 0.32996 0.01149 -0.110
C 0.92635 -0.73853 -0.19531 -0.396
Br 2.55237 -0.25556 0.58804 0.027
H -2.03245 -0.26358 -0.14952 0.290
H -1.86275 1.58454 0.38304 0.264
H 0.29977 1.19148 0.34874 0.277
H 1.12609 -0.72860 -1.23002 0.343
H 0.68088 -1.71125 0.14004 0.342

=====

4.
9
Properties=species:S:1:pos:R:3:mulliken_charge:R:1 method="wB97M-V/def2-TZVPD" e_lumo_ev="-2.355 / -2.354" orbital_gap_ev="7.297 / 7.305" homo_ev="-9.65 / -9.66" spin_multiplicity=1
C -0.53155 0.38472 -0.58942 -0.289
C -0.12335 -0.76649 0.20196 -0.434
O 1.61106 1.35487 0.31546 -0.646
Br -1.40870 -2.37081 -0.30999 -0.179
H -1.14256 1.16843 -0.05489 0.261
H -0.31823 0.34757 -1.58455 0.336
H -0.26775 -0.79017 1.22015 0.379
H 0.86863 -1.34738 -0.02069 0.328
H 1.31246 2.01926 0.82197 0.245

=====

5.
9
Properties=species:S:1:pos:R:3:mulliken_charge:R:1 method="wB97M-V/def2-TZVPD" e_lumo_ev=0.075 orbital_gap_ev=9.259 homo_ev=-9.18 spin_multiplicity=1
C 0.05247 -0.14738 -0.89272 -1.401
C 0.21929 0.32304 0.52274 0.088
S -0.79949 -0.47179 1.73882 -0.153
Br 0.29155 2.23917 0.69924 -0.077
H -0.92710 0.12265 -1.29102 0.416
H 0.81292 0.30198 -1.52741 0.382
H 0.16594 -1.22989 -0.92889 0.390
H 1.86543 -0.17400 0.81317 0.228
H -1.68101 -0.96377 0.86607 0.127

=====

6.
9
Properties=species:S:1:pos:R:3:mulliken_charge:R:1 method="wB97M-V/def2-TZVPD" smiles=C#C[SiH3].Br e_lumo_ev=0.075 orbital_gap_ev=9.976 homo_ev=-9.90 spin_multiplicity=1
C -0.36101 -1.24586 -0.67135 -0.146
C 0.20360 -0.33486 -0.06980 -0.266
Si 1.29287 1.14965 0.23045 0.339
H -0.66222 -2.23370 -1.09448 0.382
H 2.65584 0.57843 0.75396 -0.048
H 1.36773 2.03527 -0.98630 -0.068
H 0.52543 1.87544 1.17080 -0.087
Br -2.97746 -0.57982 0.89362 -0.290
H -2.04478 -1.24454 -0.22690 0.184